Record 1
{
  "formula": "C5H10NO",
  "method": "the ωB97M-V functional and the def2-TZVPD basis",
  "symbols": ["C", "C", "C", "C", "C", "N", "O", "H", "H", "H", "H", "H", "H", "H", "H", "H", "H"],
  "xyz": [[-1.700436, -1.262619, -0.873957], [-0.538330, -0.257189, -0.992757], [1.007722, 1.690735, 0.739322], [0.807936, -0.545262, -0.539157], [1.242149, 0.191582, 0.766633], [-1.917080, -0.597238, 0.310066], [-2.505093, -0.611685, 1.327882], [-2.495772, -1.188545, -1.625825], [-1.445413, -2.325612, -0.773590], [-0.793782, 0.726022, -1.359388], [1.492088, 2.153595, -0.114185], [1.438493, 2.130866, 1.634140], [-0.047094, 1.940126, 0.721852], [0.972896, -1.615445, -0.409265], [1.475706, -0.165182, -1.322209], [0.702820, -0.253842, 1.603543], [2.303190, -0.010307, 0.906895]],
  "forces_ev_per_angstrom": [[-0.3908, -1.5565, -1.5706], [-1.4136, -0.2294, 1.7129], [0.1610, -0.1362, 0.0840], [0.5156, -0.1545, 0.2674], [-0.1537, 0.1661, -0.0614], [1.8589, 2.2760, 0.6775], [-0.2470, -0.7443, -0.8024], [-0.0354, 0.1632, 0.1743], [0.0720, 0.1350, 0.1218], [-0.1027, 0.0620, -0.2108], [0.0813, 0.1074, -0.1801], [-0.0266, 0.0974, 0.0635], [-0.2227, 0.0914, 0.0091], [-0.0422, -0.0013, -0.1279], [-0.0275, -0.0478, -0.1374], [0.0138, -0.0963, 0.0038], [-0.0404, -0.1323, -0.0236]],
  "lumo_energy_ev": [-6.36, -6.36],
  "total_charge": 1,
  "e_tot_ev": -8872.3336,
  "homo_lumo_gap_ev": [8.38, 8.38],
  "mol_weight_g_mol": 100.14,
  "de_lowest_kcal_mol": 144.1
}



Record 2
{
  "formula": "C5H10NO",
  "method": "the ωB97M-V functional and the def2-TZVPD basis",
  "symbols": ["C", "C", "C", "C", "C", "N", "O", "H", "H", "H", "H", "H", "H", "H", "H", "H", "H"],
  "xyz": [[-1.479670, 1.900238, -0.619828], [0.166501, 0.366610, 0.561849], [2.367079, -0.353625, -0.060956], [-2.018806, -1.879080, -0.233454], [1.417277, -0.167697, 1.139351], [-0.484331, 1.164260, 0.038432], [-1.365623, -1.275425, 0.577195], [-1.616719, 2.613723, 0.222355], [-2.413112, 1.320605, -0.889279], [2.552576, 0.572311, -0.669761], [3.361501, -0.618008, 0.118682], [2.208918, -1.113737, -0.732284], [-1.551840, -2.338465, -1.222677], [-1.000516, 2.243323, -1.525568], [-3.094491, -1.853920, -0.336757], [1.836259, 0.540751, 1.952749], [1.115000, -1.121858, 1.679950]],
  "forces_ev_per_angstrom": [[-0.8619, 0.2357, 0.8208], [0.6971, 2.6242, -0.1497], [0.5901, 2.6606, -0.0592], [-1.7825, -3.7942, -5.1449], [-0.1104, -0.9713, 1.0379], [1.1890, -2.9282, 0.4699], [2.4476, 1.7495, 3.4869], [-0.9027, 0.5949, -1.4854], [1.1835, 0.4143, 0.6792], [-0.8080, -0.5295, 0.6848], [1.6688, -0.2212, 1.7526], [-1.7781, -1.8442, -1.5605], [-0.4578, 0.8750, 1.6513], [-0.2535, 0.7938, -0.1102], [-0.6089, 0.2575, 0.1512], [-0.9178, -0.8853, -1.4864], [0.7053, 0.9684, -0.7384]],
  "lumo_energy_ev": [-3.60, -6.82],
  "multiplicity": 3,
  "total_charge": 1,
  "e_tot_ev": -8871.4816,
  "homo_lumo_gap_ev": [7.23, 9.68],
  "mol_weight_g_mol": 100.14,
  "de_lowest_kcal_mol": 63.0,
  "s2": 2.006
}



Record 3
{
  "formula": "C5H10NO2",
  "method": "the ωB97M-V functional and the def2-TZVPD basis",
  "symbols": ["O", "C", "N", "C", "C", "C", "O", "C", "H", "H", "H", "H", "H", "H", "H", "H", "H", "H"],
  "xyz": [[-0.966945, 0.993472, 2.507101], [-1.169109, 0.812166, 1.310654], [-0.763152, -0.310659, 0.684776], [-0.584559, -0.473080, -0.766588], [0.840896, -0.228468, -1.217515], [1.699013, -1.540879, -1.269602], [3.008599, -1.298392, -1.352068], [-1.946578, 1.854463, 0.521714], [-0.098501, -0.846417, 1.236439], [-1.334378, 0.132645, -1.269476], [-0.848295, -1.513509, -1.010063], [0.897829, 0.177672, -2.226913], [1.411974, 0.438316, -0.564544], [1.349278, -2.135910, -0.363895], [1.319037, -2.134423, -2.149800], [-1.280906, 2.631369, 0.151028], [-2.652680, 2.306252, 1.218044], [-2.537557, 1.430124, -0.287716]],
  "forces_ev_per_angstrom": [[-0.0052, 0.0173, -0.0149], [-0.0895, 0.2140, 0.2477], [0.3432, -0.1377, -0.3161], [-0.2428, -0.2789, 0.1436], [0.5676, -0.3774, -0.3692], [0.4493, 0.2882, -0.0591], [-0.2517, -0.1466, 0.1813], [-0.4323, -0.2441, 0.2496], [-0.2149, 0.0519, -0.0516], [0.0760, 0.1756, -0.0222], [0.0632, 0.0978, 0.0641], [-0.1784, 0.2525, -0.0734], [-0.2974, 0.0987, 0.0868], [0.1285, -0.0615, 0.0191], [-0.3454, -0.0200, 0.1248], [0.0650, -0.0684, -0.1207], [0.1651, 0.0929, 0.0602], [0.1997, 0.0455, -0.1500]],
  "lumo_energy_ev": 3.50,
  "total_charge": -1,
  "e_tot_ev": -10932.3618,
  "homo_lumo_gap_ev": 6.05,
  "mol_weight_g_mol": 116.14,
  "de_lowest_kcal_mol": 43.9,
  "smiles": "CC(=O)NCCC[O-]"
}



Record 4
{
  "formula": "C5H10NO2",
  "method": "the ωB97M-V functional and the def2-TZVPD basis",
  "symbols": ["C", "C", "C", "C", "O", "N", "C", "O", "H", "H", "H", "H", "H", "H", "H", "H", "H", "H"],
  "xyz": [[0.956599, -0.842015, -0.733266], [0.038450, 0.011334, 0.112696], [-1.165882, -0.487720, 0.703788], [-2.009278, -1.462843, -0.090722], [-2.339549, -1.041065, -1.312358], [0.731527, 0.943139, 0.926634], [1.496004, 2.042767, 0.117991], [2.261142, 1.659092, -0.872902], [1.384464, -0.172916, -1.485037], [0.397089, -1.635096, -1.221487], [1.789093, -1.210678, -0.136231], [-0.997314, 0.408863, -0.472261], [-1.172124, -0.752144, 1.766531], [-2.879287, -1.795625, 0.544819], [-1.400615, -2.418420, -0.117575], [0.127983, 1.465356, 1.553265], [0.681386, 2.742989, -0.198566], [2.100312, 2.544982, 0.914679]],
  "forces_ev_per_angstrom": [[-0.5653, 0.5118, -1.6555], [0.2014, -0.0265, 3.3482], [1.8394, -3.4443, -0.8699], [-1.1581, 0.1480, -0.5728], [0.6092, 0.0901, -0.1237], [-0.1734, -0.5123, -1.2338], [1.3039, 0.6475, -0.4664], [-0.4876, -0.3381, 0.1892], [0.2016, -0.2200, 0.0807], [-0.0753, -0.1156, 0.1093], [-0.3077, 0.1226, 0.2557], [-0.7083, 0.8373, -0.5264], [-0.3566, 1.8099, 0.6303], [0.1619, 0.4074, 0.1147], [0.4147, 0.1998, 0.2855], [-0.2545, -0.2312, -0.0343], [-0.1915, 0.0487, 0.1517], [-0.4538, 0.0650, 0.3174]],
  "lumo_energy_ev": 2.38,
  "total_charge": -1,
  "e_tot_ev": -10927.0107,
  "homo_lumo_gap_ev": 5.88,
  "mol_weight_g_mol": 116.14,
  "de_lowest_kcal_mol": 167.3
}



Record 5
{
  "formula": "C5H10NO2",
  "method": "the ωB97M-V functional and the def2-TZVPD basis",
  "symbols": ["C", "N", "C", "O", "O", "C", "C", "C", "H", "H", "H", "H", "H", "H", "H", "H", "H", "H"],
  "xyz": [[-0.205623, -0.404770, 0.318403], [0.345593, 0.943913, 0.214012], [1.488934, 1.303738, 0.944740], [2.076260, 0.519289, 1.703882], [1.879939, 2.472589, 0.577978], [-1.671714, -0.438599, -0.171422], [-2.062061, -1.768998, -0.846970], [-1.314828, -2.036083, -2.141667], [-0.138472, -0.697369, 1.368600], [0.298606, -1.112095, -0.368934], [0.091785, 1.527080, -0.558525], [-1.654442, 0.371540, -0.954101], [-2.396125, -0.239001, 0.626939], [-1.938927, -2.628848, -0.179822], [-3.175665, -1.685180, -0.948408], [-0.951918, -1.102493, -2.543314], [-1.899412, -2.616940, -2.881922], [-0.446763, -2.684586, -2.062543]],
  "forces_ev_per_angstrom": [[-0.5035, 0.6165, -0.6141], [-1.0603, -2.0684, 1.1082], [1.7291, 2.5779, -1.8691], [-0.7943, -0.6015, 0.4162], [-0.2087, -0.6883, 0.7931], [0.8940, 0.1726, -0.5443], [-1.0453, 0.2705, 0.6096], [-0.3199, -0.8521, -0.6322], [0.3132, -0.3123, -0.2810], [0.3725, 0.0068, 0.6603], [0.1719, 0.1338, -0.0290], [-0.8086, -0.6470, 0.6286], [0.2108, 0.3878, -0.1955], [0.1572, 0.1922, 0.2312], [0.7890, -0.2864, -0.5593], [-0.0589, 0.2643, -0.5297], [-0.1493, 0.7196, 0.1713], [0.3111, 0.1140, 0.6357]],
  "lumo_energy_ev": 3.41,
  "total_charge": -1,
  "e_tot_ev": -10933.6415,
  "homo_lumo_gap_ev": 6.98,
  "mol_weight_g_mol": 116.14,
  "de_lowest_kcal_mol": 14.4,
  "smiles": "CCCCNC(=O)[O-]"
}



Record 6
{
  "formula": "C5H10NO2",
  "method": "the ωB97M-V functional and the def2-TZVPD basis",
  "symbols": ["O", "C", "C", "C", "C", "C", "O", "N", "H", "H", "H", "H", "H", "H", "H", "H", "H", "H"],
  "xyz": [[0.197374, 2.983311, 0.626156], [0.477936, 1.919406, 0.101092], [-0.525246, 0.869063, -0.212897], [-0.241983, -0.226018, 0.879964], [-0.273774, -1.621289, 0.283755], [1.046674, -1.973066, -0.478751], [1.151515, -3.194999, -0.951140], [-1.880140, 1.364071, -0.277410], [1.542753, 1.729577, -0.098162], [-0.199537, 0.379954, -1.098468], [-0.939934, -0.031820, 1.701026], [0.767861, -0.106297, 1.286384], [-1.145484, -1.762630, -0.361983], [-0.410669, -2.447178, 0.998341], [1.825363, -1.580272, 0.252140], [1.115375, -1.187293, -1.307646], [-1.857398, 2.327985, 0.049734], [-2.474838, 0.877817, 0.382982]],
  "forces_ev_per_angstrom": [[-0.0466, -0.2383, -0.2352], [-0.2562, 1.3345, 0.4542], [0.7091, -0.5605, 1.1627], [-0.2019, 0.0092, -0.1317], [-0.4315, -0.9447, 0.0067], [-0.3030, 0.9567, -0.5598], [0.0706, -0.3735, 0.3108], [-0.1875, 0.4155, 0.1574], [-0.0143, -0.5032, -0.1631], [0.0487, -0.2608, -1.1960], [-0.0057, -0.1289, 0.0405], [0.0471, 0.1697, 0.0971], [0.0236, 0.2448, -0.3651], [0.2338, 0.4344, 0.3851], [0.2572, -0.4425, 0.0258], [0.0377, 0.0680, 0.1548], [-0.0554, -0.0118, -0.0595], [0.0743, -0.1686, -0.0844]],
  "lumo_energy_ev": 3.56,
  "total_charge": -1,
  "e_tot_ev": -10931.3569,
  "homo_lumo_gap_ev": 6.08,
  "mol_weight_g_mol": 116.14,
  "de_lowest_kcal_mol": 67.1,
  "smiles": "N[C@@H](C=O)CCC[O-]"
}